Record 1
Density functional theory data (the ωB97M-V functional and the def2-TZVPD basis) for a 2-piece molecular cluster, C2Cl8 overall.

Last column: Mulliken charge in e.
Cartesian coordinates (Å):
Cl (-2.88381, 0.92978, 0.55861)  -0.10
Cl (-3.25889, -1.67015, 1.68710)  -0.08
Cl (-0.69334, -0.39176, 1.99130)  -0.08
Cl (2.73753, -1.03006, -1.41904)  -0.10
Cl (1.87304, 0.61996, 0.87859)  -0.04
Cl (3.23194, 1.93558, -1.38694)  -0.11
Cl (0.55075, 0.97174, -1.71423)  -0.08
Cl (-1.54086, -1.31764, -0.65149)  -0.09
C (-2.11299, -0.64925, 0.91360)  0.35
C (2.09666, 0.60181, -0.85753)  0.33

Atoms 1-2, force components in eV/Å:
0.27 -0.26 0.16
-0.40 -0.60 0.20

orbital gap = 10.744 eV
total charge = 0
molar mass = 307.6 g mol⁻¹
SMILES string = ClC(Cl)(Cl)Cl.ClC(Cl)(Cl)Cl
highest occupied orbital energy = -10.93 eV
spin multiplicity = 1


Record 2
Density functional theory data (the ωB97M-V functional and the def2-TZVPD basis) for the molecule C2ClF2N.

Last column: Mulliken charge in e.
Cartesian coordinates (Å):
Cl (1.43400, -0.35673, -0.12112)  -0.10
F (-0.66038, 0.45939, -1.40157)  -0.17
F (-0.92639, -1.28056, -0.17072)  -0.21
N (-0.62567, 1.32952, 1.81028)  -0.24
C (-0.65430, 0.75611, 0.84815)  -0.17
C (-0.29860, -0.06473, -0.25853)  0.89

Atoms 1-2, force components in eV/Å:
0.16 0.01 -0.49
0.12 0.52 -1.01

orbital gap = 12.775 eV
total charge = 0
molar mass = 111.5 g mol⁻¹
SMILES string = N#CC(F)(F)Cl
highest occupied orbital energy = -12.42 eV
spin multiplicity = 1


Record 3
Density functional theory data (the ωB97M-V functional and the def2-TZVPD basis) for a 2-piece molecular cluster, C2ClF3 overall.

Last column: Mulliken charge in e.
Cartesian coordinates (Å):
Cl (3.37706, 0.42308, -0.00732)  -0.23
F (-0.05487, 1.69770, -0.12483)  -0.08
F (-0.61455, -1.83045, -0.07682)  -0.17
F (-2.04217, -0.14781, 0.05828)  -0.16
C (-0.80411, -0.54210, 0.13002)  0.25
C (0.13865, 0.39958, 0.02067)  0.38

Atoms 1-2, force components in eV/Å:
-2.16 -0.16 0.03
0.65 -1.88 0.56

orbital gap (alpha / beta) = 6.095 / 6.094 eV
total charge = 0
molar mass = 116.5 g mol⁻¹
highest occupied orbital energy (alpha / beta) = -10.76 / -10.76 eV
spin multiplicity = 1


Across the entries above, ΔE to the lowest compared entry with this formula, charge and spin takes the values 9.0, 5.6, 124.5 kcal per mole, respectively.